{
  "formula": "C9H15FI2O2",
  "method": "the ωB97M-V functional and the def2-TZVPD basis",
  "homo_energy_ev": [-6.9091, -6.1642],
  "e_tot_ha": -1197.3999,
  "multiplicity": 1,
  "elements": ["I", "I", "F", "O", "O", "C", "C", "C", "C", "C", "C", "C", "C", "C", "H", "H", "H", "H", "H", "H", "H", "H", "H", "H", "H", "H", "H", "H", "H"],
  "xyz": [[4.177, -1.966, 0.471], [5.749, 1.177, -0.214], [4.541, -0.600, -2.181], [1.822, -0.783, 0.968], [0.849, 0.122, -0.822], [1.800, 1.550, 0.826], [4.398, -0.315, -0.886], [-3.128, -1.805, -0.120], [0.528, -1.160, -1.400], [-1.578, -1.522, -0.047], [-1.043, -1.295, -1.416], [1.172, 2.763, 0.187], [2.693, 1.660, 2.012], [1.481, 0.227, 0.382], [1.869, 3.342, -0.231], [3.604, 0.897, 1.819], [0.884, -1.887, -0.720], [-3.467, -2.412, -1.043], [2.171, 1.260, 3.012], [-1.165, -2.005, -2.163], [1.052, -1.045, -2.307], [-1.563, -0.433, -1.753], [0.498, 2.497, -0.502], [-3.336, -2.184, 0.883], [-1.239, -2.423, 0.384], [-1.425, -0.802, 0.841], [2.965, 2.655, 2.287], [0.719, 3.299, 0.897], [-3.601, -0.871, -0.278]],
  "forces_ev_per_angstrom": [[1.098, -0.057, -0.934], [-0.019, -0.096, -0.303], [0.110, -0.222, 0.484], [-0.509, -0.246, 1.170], [-0.045, 1.628, 0.595], [-0.093, 0.573, 0.129], [-0.479, -0.009, 0.613], [1.157, -0.218, -0.864], [-1.987, 2.113, 1.552], [-2.289, -0.861, 1.297], [3.059, 1.857, 0.962], [1.648, -3.973, 1.733], [-0.113, -3.229, 1.087], [-0.084, -0.468, -1.237], [2.987, 2.399, -1.749], [-1.805, 1.874, 0.771], [0.736, -1.139, 0.196], [0.777, 0.308, 1.852], [0.921, 0.407, -2.103], [-1.086, -2.088, -0.832], [0.161, -0.863, -1.425], [0.099, 1.223, -0.841], [-2.491, -1.075, -2.682], [-0.855, -0.332, -0.509], [1.097, -1.232, 0.275], [0.120, -0.304, -2.034], [0.548, 0.706, -0.324], [-1.832, 2.285, 2.973], [-0.830, 1.038, 0.148]]
}